1.
The following is a quantum chemistry calculation of a cluster of 2 separate species, C5H12NO3S in total, from the Open Molecules 2025 dataset.

Computed properties:
Relative energy (zero: lowest compared OMol25 entry of this formula, charge and spin)   429.97 kJ/mol
Total charge   +1
HOMO-LUMO gap   0.194 hartree
Highest occupied orbital energy   -0.5105 Eh

Bonds (Å) are listed after each position.
Cartesian coordinates (Å):
1 C 1.96111 -1.14385 0.42975  C5 1.517, H11 1.176, H12 1.014, H13 1.071
2 C 1.15498 0.15707 -1.63682  C5 1.469, H14 1.034, H15 1.076, H16 1.108
3 C 2.29616 1.31886 0.35557  C5 1.532, H17 1.080, H18 1.108, H19 1.049
4 C -3.67244 -0.51629 0.69525  S10 1.769, H20 1.065, H21 1.004, H22 1.025
5 C 1.48143 0.14826 -0.20451  C1 1.517, C2 1.469, C3 1.532, N6 1.454
6 N 0.22169 0.34932 0.49251  C5 1.454, O7 1.229, O8 1.212
7 O 0.27547 0.74201 1.65550  N6 1.229
8 O -0.76116 0.31609 -0.21669  N6 1.212
9 O -5.06629 -0.40184 -1.35839  S10 1.402
10 S -5.09287 0.18995 -0.08740  C4 1.769, O9 1.402
11 H 2.09105 -0.96855 1.58525  C1 1.176
12 H 1.35776 -1.94576 0.28255  C1 1.014
13 H 2.95425 -1.30548 0.06329  C1 1.071
14 H 0.69494 1.05756 -1.85074  C2 1.034
15 H 0.51377 -0.66938 -1.88706  C2 1.076
16 H 2.09378 0.15113 -2.22607  C2 1.108
17 H 3.25998 1.17579 -0.10963  C3 1.080
18 H 1.85783 2.33597 0.33552  C3 1.108
19 H 2.41220 0.99825 1.34709  C3 1.049
20 H -3.45865 -0.30626 1.71769  C4 1.065
21 H -3.68367 -1.50037 0.49527  C4 1.004
22 H -2.89134 -0.18245 0.12205  C4 1.025

=====

2.
The following is a quantum chemistry calculation of a cluster of 2 separate species, C5H12NO4P in total, from the Open Molecules 2025 dataset.

Computed properties:
Relative energy (zero: lowest compared OMol25 entry of this formula, charge and spin)   239.96 kJ/mol
HOMO-LUMO gap (alpha / beta)   0.309 / 0.309 hartree
Highest occupied orbital energy (alpha / beta)   -0.3053 / -0.3053 Eh

Bonds (Å) are listed after each position.
Cartesian coordinates (Å):
1 C -1.79473 0.77795 0.04144  O7 1.196, O9 1.292
2 C 1.21845 -2.05581 1.15117  N6 1.462, H12 1.098, H13 1.189, H14 1.135
3 C 0.95184 -1.17422 -1.18186  N6 1.452, H15 1.098, H16 1.103, H17 1.051
4 C -3.83611 -0.40593 -0.39151  O9 1.482, H18 1.194, H19 1.124, H20 1.034
5 C 2.32262 2.56801 -0.15249  O10 1.429, H21 1.118, H22 1.143, H23 1.148
6 N 1.34402 -0.95466 0.19838  C2 1.462, C3 1.452, P11 1.645
7 O -2.19110 1.90383 -0.03008  C1 1.196
8 O 0.94866 0.72302 2.18029  P11 1.459
9 O -2.38300 -0.36275 -0.10332  C1 1.292, C4 1.482
10 O 1.66355 1.31885 -0.37082  C5 1.429, P11 1.655
11 P 0.77531 0.48690 0.75069  N6 1.645, O8 1.459, O10 1.655
12 H 0.18813 -2.42768 1.07282  C2 1.098
13 H 1.92566 -2.88691 0.67994  C2 1.189
14 H 1.40135 -1.66034 2.19919  C2 1.135
15 H -0.12825 -1.02514 -1.30786  C3 1.098
16 H 1.24384 -0.27966 -1.75805  C3 1.103
17 H 1.27359 -2.10032 -1.56055  C3 1.051
18 H -4.22069 0.70838 -0.58255  C4 1.194
19 H -4.28887 -0.74460 0.57958  C4 1.124
20 H -3.85395 -1.05455 -1.19704  C4 1.034
21 H 2.02698 3.26123 -0.97841  C5 1.118
22 H 3.44785 2.37633 -0.08451  C5 1.143
23 H 1.96483 3.00808 0.84555  C5 1.148

=====

3.
The following is a quantum chemistry calculation of the ion C5H12NOS with charge -1, from the Open Molecules 2025 dataset.

Computed properties:
Relative energy (zero: lowest compared OMol25 entry of this formula, charge and spin)   314.79 kJ/mol
Total charge   -1
HOMO-LUMO gap   0.213 hartree
Highest occupied orbital energy   -0.1022 Eh

Bonds (Å) are listed after each position.
Cartesian coordinates (Å):
1 C 0.02226 1.95163 0.65387  C2 1.502, H9 1.027, H10 1.120, H11 1.090
2 C 0.05796 0.57988 0.04385  C1 1.502, C3 1.532, N6 1.464, H12 1.146
3 C -0.87178 -0.33975 0.84161  C2 1.532, C4 1.606, H13 1.072, H14 1.107
4 C -1.19405 -1.65973 -0.01413  C3 1.606, S5 1.929, H15 1.072, H16 1.148
5 S -2.23651 -2.90511 1.02733  C4 1.929, H17 1.309
6 N 1.29795 -0.13745 -0.25966  C2 1.464, C7 1.649, H18 0.980
7 C 1.76931 0.44578 -1.72860  N6 1.649, O8 1.284, H19 1.173, H20 1.119
8 O 1.10196 1.40971 -2.25302  C7 1.284
9 H 0.95399 2.36325 0.78414  C1 1.027
10 H -0.67956 2.64504 0.12320  C1 1.120
11 H -0.52633 1.87312 1.59272  C1 1.090
12 H -0.54628 0.66331 -0.92627  C2 1.146
13 H -0.49572 -0.67692 1.78673  C3 1.072
14 H -1.77856 0.20715 1.16554  C3 1.107
15 H -0.23858 -2.00102 -0.36138  C4 1.072
16 H -1.91585 -1.47937 -0.88894  C4 1.148
17 H -1.42332 -3.11779 2.03068  S5 1.309
18 H 2.13496 0.03979 0.21873  N6 0.980
19 H 2.90636 0.62998 -1.50691  C7 1.173
20 H 1.66176 -0.49151 -2.32952  C7 1.119

=====

4.
The following is a quantum chemistry calculation of a cluster of 2 separate species, C5H12NP in total, from the Open Molecules 2025 dataset.

Computed properties:
Relative energy (zero: lowest compared OMol25 entry of this formula, charge and spin)   193.68 kJ/mol
2S+1   3
HOMO-LUMO gap (alpha / beta)   0.306 / 0.306 hartree
Highest occupied orbital energy (alpha / beta)   -0.2628 / -0.3476 Eh

Bonds (Å) are listed after each position.
Cartesian coordinates (Å):
1 C 2.96846 -0.22535 -0.52857  C2 1.431, N6 1.409, H8 1.052, H9 1.111
2 C 2.40057 1.07286 -0.32972  C1 1.431, N6 1.365, H10 1.038, H11 1.085
3 C -1.99383 0.55280 -1.03790  C4 1.579, H12 1.077, H13 1.069, H14 1.095
4 C -1.41336 0.56433 0.43011  C3 1.579, C5 1.522, H15 1.092, H16 1.065
5 C -1.02231 -0.80512 0.96828  C4 1.522, P7 1.838, H17 1.156, H18 1.144
6 N 2.16711 0.08909 0.58708  C1 1.409, C2 1.365
7 P 0.26991 -1.65526 -0.02378  C5 1.838, H19 1.378
8 H 2.49641 -0.82502 -1.25264  C1 1.052
9 H 4.06956 -0.30673 -0.40127  C1 1.111
10 H 2.94246 1.88544 0.02269  C2 1.038
11 H 1.54360 1.34190 -0.93766  C2 1.085
12 H -2.64208 -0.30697 -1.07233  C3 1.077
13 H -2.47972 1.45473 -1.34188  C3 1.069
14 H -1.19884 0.40828 -1.77761  C3 1.095
15 H -0.58093 1.25838 0.56285  C4 1.092
16 H -2.16669 0.95241 1.07582  C4 1.065
17 H -0.59085 -0.82950 2.04052  C5 1.156
18 H -1.91161 -1.52476 0.94175  C5 1.144
19 H 0.01640 -2.70887 0.82790  P7 1.378

=====

no.,strongest force on any atom (hartree/bohr)
1,0.090
2,0.090
3,0.059
4,0.062